The following is a quantum chemistry calculation of the molecule C5H7NO, from OMol25.

Each line ends with the Löwdin charge.
Element x y z (Å)
O: 0.080 1.443 2.554  0.036
C: -0.722 1.735 1.513  -0.189
C: -0.637 1.370 0.210  -0.156
C: 0.166 0.493 -0.590  0.042
C: 0.255 -0.906 -0.260  -0.357
C: 0.080 -1.736 -1.536  -0.149
N: 1.356 -1.661 -0.913  0.011
H: 0.855 0.952 2.253  0.113
H: -1.457 2.481 1.809  0.117
H: -1.226 2.065 -0.392  0.095
H: -0.121 -1.390 0.647  0.134
H: -0.099 -1.197 -2.463  0.104
H: -0.448 -2.680 -1.424  0.107
H: 1.918 -0.969 -1.408  0.091

The HOMO energy comes out at -7.826 eV. The charge is 0. The value obtained for the HOMO-LUMO gap is 7.48 eV.


The following is a quantum chemistry calculation of a structure of composition C3H4HgO2, from OMol25.

Each line ends with the Löwdin charge.
Element x y z (Å)
H: 1.530 0.068 -0.553  0.052
O: 0.165 0.533 1.260  -0.206
O: -0.531 -1.386 0.804  -0.108
C: -0.381 0.752 -0.143  -0.043
C: -1.239 -0.489 -0.171  -0.151
C: 0.439 -0.732 1.380  -0.542
H: -1.034 1.621 0.035  0.104
H: -2.280 -0.361 0.145  0.123
H: -1.228 -1.046 -1.117  0.119
Hg: 2.554 -1.244 0.829  0.652

The HOMO energy (alpha / beta) comes out at -8.009 / -7.663 eV. The charge is 0. The value obtained for the HOMO-LUMO gap (alpha / beta) is 6.60 / 6.33 eV.


The following is a quantum chemistry calculation of a structure of composition C33H26BiF6N5O7S4, from OMol25.

Each line ends with the Löwdin charge.
Element x y z (Å)
Bi: -0.346 0.452 0.315  1.885
C: 2.643 2.954 -3.096  -0.062
O: 2.782 3.464 -1.767  0.031
C: 2.276 2.521 -0.952  -0.347
N: 1.769 1.488 -1.484  0.092
C: 1.770 1.686 -2.918  -0.237
C: 2.182 0.440 -3.653  -0.169
C: 2.661 0.463 -4.956  -0.036
C: 2.937 -0.728 -5.608  -0.084
C: 2.749 -1.938 -4.965  -0.092
C: 2.266 -1.962 -3.669  -0.072
C: 1.976 -0.779 -3.019  -0.039
C: 2.304 2.718 0.491  -0.179
C: 2.662 3.918 1.107  0.051
C: 2.598 3.991 2.488  -0.010
C: 2.183 2.884 3.219  0.035
C: 1.839 1.740 2.512  -0.207
N: 1.914 1.665 1.189  0.087
C: 1.369 0.473 3.071  -0.306
N: 0.633 -0.307 2.371  -0.002
C: 0.444 -1.554 3.079  -0.217
C: 1.249 -1.308 4.389  -0.031
O: 1.750 0.030 4.257  0.065
C: 0.934 -2.722 2.254  -0.191
C: 0.560 -4.016 2.597  -0.043
C: 0.996 -5.086 1.837  -0.077
C: 1.795 -4.872 0.727  -0.080
C: 2.165 -3.584 0.383  -0.065
C: 1.742 -2.511 1.146  -0.046
H: 2.164 3.713 -3.713  0.129
H: 3.646 2.727 -3.481  0.133
H: 0.728 1.903 -3.196  0.148
H: 2.809 1.398 -5.475  0.112
H: 3.283 -0.720 -6.630  0.102
H: 2.964 -2.864 -5.475  0.100
H: 2.085 -2.904 -3.173  0.100
H: 1.582 -0.778 -2.016  0.077
H: 2.964 4.757 0.505  0.127
H: 2.869 4.903 2.997  0.118
H: 2.118 2.908 4.293  0.126
H: -0.623 -1.691 3.282  0.138
H: 0.636 -1.366 5.291  0.134
H: 2.104 -1.985 4.485  0.138
H: -0.077 -4.188 3.452  0.118
H: 0.700 -6.089 2.104  0.103
H: 2.120 -5.707 0.127  0.102
H: 2.777 -3.406 -0.487  0.102
H: 2.017 -1.506 0.868  0.099
F: -4.813 1.619 0.420  0.128
C: -4.829 1.695 -0.908  -0.663
F: -5.320 0.542 -1.363  0.148
F: -5.662 2.663 -1.263  0.156
S: -3.084 1.996 -1.524  0.603
O: -2.368 0.895 -0.897  -0.469
O: -3.121 1.974 -2.944  -0.237
N: -2.859 3.404 -0.877  -0.283
S: -1.404 3.992 -0.982  0.553
O: -0.386 2.970 -0.947  -0.411
O: -1.204 5.154 -0.191  -0.252
C: -1.292 4.603 -2.774  -0.648
F: -0.313 5.508 -2.898  0.128
F: -0.985 3.605 -3.605  0.117
F: -2.425 5.163 -3.185  0.149
S: -1.640 2.268 2.033  0.614
C: -2.435 0.821 2.326  -1.155
N: -2.052 -0.260 1.665  -0.181
C: -2.680 -1.408 2.068  -0.317
C: -2.431 -2.701 1.616  -0.019
C: -3.074 -3.754 2.235  -0.077
C: -3.955 -3.547 3.293  -0.090
C: -4.234 -2.265 3.736  -0.091
C: -3.602 -1.202 3.112  -0.445
S: -3.680 0.512 3.498  1.058
H: -1.719 -2.839 0.820  0.098
H: -2.868 -4.762 1.910  0.105
H: -4.410 -4.390 3.790  0.101
H: -4.909 -2.093 4.558  0.106
C: -1.216 -1.755 -1.606  -0.258
O: -0.409 -1.558 -0.479  -0.540
H: -1.065 -2.786 -1.940  0.082
H: -0.949 -1.080 -2.428  0.068
H: -2.276 -1.605 -1.372  0.066

The HOMO energy comes out at -8.022 eV. The charge is 0. The value obtained for the HOMO-LUMO gap is 7.29 eV.


The following is a quantum chemistry calculation of a cluster of 2 separate species, H3N3OS in total, from OMol25.

Each line ends with the Löwdin charge.
Element x y z (Å)
N: -0.835 0.618 -1.269  0.091
N: -0.765 0.440 -0.042  -0.330
N: 0.952 -0.641 0.511  -0.600
O: -1.403 0.737 0.946  0.017
S: 1.560 -1.672 -0.580  0.524
H: -1.600 1.278 -1.680  0.115
H: 1.729 0.083 0.690  0.067
H: 0.362 -0.843 1.424  0.115

The HOMO energy (alpha / beta) comes out at -7.873 / -8.831 eV. Its multiplicity is 3. Its expectation value of S² is 2.01. The charge is 0. The value obtained for the HOMO-LUMO gap (alpha / beta) is 8.59 / 6.82 eV.


The following is a quantum chemistry calculation of a cluster of 3 separate species, C7H14O4S in total, from OMol25.

Each line ends with the Löwdin charge.
Element x y z (Å)
C: -1.257 -1.722 -1.747  0.064
C: -0.830 -1.587 -0.605  -0.340
S: -0.003 -1.465 1.016  1.099
C: 1.513 -0.383 0.637  -0.807
O: 2.601 -0.541 1.176  0.020
O: 1.281 0.528 -0.294  -0.100
H: -1.277 -1.692 -2.874  0.080
H: 0.403 -2.747 1.391  0.031
C: 2.254 0.883 -4.146  -0.097
C: 3.665 0.713 -3.614  -0.330
O: 3.816 1.412 -2.388  -0.085
H: 2.028 1.941 -4.299  0.076
H: 2.128 0.354 -5.094  0.068
H: 1.523 0.500 -3.429  0.061
H: 4.391 1.116 -4.323  0.108
H: 3.894 -0.345 -3.448  0.106
H: 3.174 1.044 -1.762  0.058
C: -3.399 0.613 4.562  -0.093
C: -3.264 0.345 3.076  -0.315
O: -2.447 -0.801 2.852  -0.138
H: -2.417 0.772 5.013  0.078
H: -4.018 1.493 4.745  0.076
H: -3.849 -0.245 5.070  0.072
H: -2.795 1.194 2.576  0.116
H: -4.243 0.174 2.620  0.110
H: -2.871 -1.551 3.289  0.082

The HOMO energy comes out at -9.485 eV. The charge is 0. The value obtained for the HOMO-LUMO gap is 8.95 eV.


The following is a quantum chemistry calculation of the molecule C6H5O2P, from OMol25.

Each line ends with the Löwdin charge.
Element x y z (Å)
C: 1.779 0.734 0.089  -0.091
C: 2.162 -0.576 0.253  -0.065
C: 0.490 1.213 0.076  -0.004
C: 1.084 -1.510 0.275  -0.097
C: -0.524 0.296 0.093  -0.434
C: -0.105 -0.994 0.114  0.055
O: -1.762 0.735 -0.061  -0.253
O: -4.240 0.005 0.405  -0.394
P: -3.075 -0.365 -0.423  0.830
H: 2.543 1.379 0.245  0.074
H: 3.163 -0.755 0.447  0.081
H: 0.187 2.226 0.190  0.121
H: 1.327 -2.619 0.106  0.138
H: -3.030 0.230 -1.810  0.039

The HOMO energy (alpha / beta) comes out at -9.027 / -8.974 eV. The charge is 0. The value obtained for the HOMO-LUMO gap (alpha / beta) is 6.70 / 8.07 eV.


The following is a quantum chemistry calculation of a cluster of 2 separate species, C4H12NOS in total, from OMol25.

Each line ends with the Löwdin charge.
Element x y z (Å)
C: -1.414 0.217 0.862  -0.249
N: -0.523 0.420 -0.363  -0.148
C: -0.207 -0.756 -1.189  -0.364
C: 0.977 -0.362 -2.107  -0.832
S: 1.778 -1.795 -2.856  0.055
C: -0.741 1.272 1.883  -0.107
H: -1.309 -0.852 1.136  0.092
H: -2.553 0.332 0.716  0.108
H: -1.064 1.037 -0.972  0.099
H: 0.083 -1.682 -0.437  0.136
H: -1.032 -1.112 -1.753  0.069
H: 0.734 0.386 -2.874  0.029
H: 1.715 0.172 -1.502  0.015
H: -0.715 2.268 1.403  0.064
H: 0.291 0.937 2.274  0.076
H: -1.426 1.250 2.718  0.033
H: 1.067 -0.224 1.068  0.014
H: 2.411 -0.851 0.577  0.043
O: 1.928 -0.658 1.417  -0.132

The HOMO energy comes out at -2.378 eV. The charge is -1. The value obtained for the HOMO-LUMO gap is 5.84 eV.


The following is a quantum chemistry calculation of the molecule C4H6Se, from OMol25.

Each line ends with the Löwdin charge.
Element x y z (Å)
C: 2.905 0.334 0.422  0.064
C: 1.744 0.307 0.158  -0.091
C: 0.160 0.193 0.133  -0.203
C: -1.041 -0.565 -0.721  -0.601
Se: -2.771 -0.491 0.093  0.762
H: 3.709 0.091 0.983  -0.009
H: -0.051 1.221 0.122  0.057
H: -0.074 -0.134 1.117  0.061
H: -0.865 -0.401 -1.771  0.049
H: -0.822 -1.612 -0.671  0.023
H: -2.896 1.057 0.135  -0.113

The HOMO energy comes out at -9.215 eV. As for the SMILES: C#CCC[SeH]. The charge is 0. The value obtained for the HOMO-LUMO gap is 9.93 eV.


| no. | calculated total energy (eV) |
| --- | --- |
| 1 | -8831.007 |
| 2 | -11438.392 |
| 3 | -121912.145 |
| 4 | -17395.612 |
| 5 | -26505.889 |
| 6 | -19682.815 |
| 7 | -18715.185 |
| 8 | -69587.616 |